No. 1
{"formula": "C31H37F9O11SSi", "method": "ωB97M-V/def2-TZVPD", "e_tot_ev": -98441.859, "gap_ev": 8.7, "symbols": ["C", "Si", "C", "C", "C", "C", "C", "C", "C", "C", "F", "F", "C", "F", "F", "C", "F", "F", "C", "F", "F", "F", "C", "C", "C", "C", "O", "C", "C", "C", "C", "C", "S", "O", "O", "O", "C", "C", "O", "H", "H", "H", "H", "H", "H", "H", "H", "H", "H", "H", "H", "H", "H", "H", "H", "H", "H", "H", "H", "H", "H", "H", "H", "H", "C", "C", "C", "O", "C", "O", "O", "H", "H", "H", "H", "H", "H", "C", "C", "C", "O", "C", "O", "O", "H", "H", "H", "H", "H", "H"], "xyz": [[3.517, 3.983, -3.830], [2.269, 2.644, -4.225], [1.559, 2.805, -5.961], [3.139, 0.990, -3.996], [0.871, 2.715, -2.956], [-0.263, 1.893, -3.050], [-1.305, 1.879, -2.106], [-2.484, 0.936, -2.268], [-2.094, -0.456, -2.774], [-2.307, -1.552, -1.750], [-3.554, -2.089, -1.845], [-2.179, -1.093, -0.479], [-1.307, -2.733, -1.845], [-1.665, -3.640, -0.917], [-0.081, -2.280, -1.517], [-1.247, -3.459, -3.234], [-1.346, -4.784, -3.033], [-2.264, -3.083, -4.013], [0.073, -3.249, -4.022], [0.408, -1.967, -4.079], [-0.092, -3.690, -5.254], [1.052, -3.925, -3.453], [-1.193, 2.760, -1.015], [-0.062, 3.585, -0.900], [0.956, 3.578, -1.855], [0.037, 4.470, 0.288], [0.602, 5.527, 0.255], [-0.607, 3.946, 1.525], [-0.003, 4.280, 2.857], [-0.114, 5.764, 3.240], [0.876, 6.134, 4.350], [0.605, 5.375, 5.652], [1.828, 4.199, 6.116], [1.316, 3.438, 7.211], [2.346, 3.506, 4.972], [2.973, 5.180, 6.616], [-1.692, 3.180, 1.399], [-2.223, 2.881, 0.051], [-3.402, 2.774, -0.171], [3.125, 4.991, -3.925], [3.838, 3.833, -2.799], [4.410, 3.862, -4.439], [1.960, 2.054, -6.632], [0.479, 2.687, -5.893], [1.743, 3.797, -6.363], [2.728, 0.222, -4.649], [3.067, 0.632, -2.971], [4.197, 1.094, -4.229], [-0.337, 1.222, -3.899], [-3.205, 1.399, -2.935], [-2.984, 0.872, -1.312], [-2.710, -0.718, -3.628], [-1.061, -0.504, -3.096], [1.790, 4.248, -1.713], [1.054, 4.024, 2.817], [-0.502, 3.670, 3.604], [0.064, 6.384, 2.370], [-1.118, 5.987, 3.603], [0.845, 7.203, 4.535], [1.875, 5.921, 3.972], [0.561, 6.077, 6.482], [-0.341, 4.846, 5.659], [3.803, 4.716, 6.422], [-2.203, 2.787, 2.264], [2.379, -4.664, -0.836], [2.954, -4.798, 0.548], [2.034, -4.412, 1.682], [2.967, -4.043, 2.706], [4.094, -3.599, 2.090], [4.992, -3.051, 2.634], [4.038, -3.874, 0.761], [3.145, -4.844, -1.590], [1.574, -5.386, -0.982], [1.988, -3.661, -0.997], [3.350, -5.806, 0.705], [1.394, -5.221, 2.026], [1.426, -3.537, 1.438], [-3.902, -4.445, 1.428], [-3.711, -5.299, 2.652], [-3.148, -6.680, 2.413], [-3.650, -7.405, 3.543], [-4.813, -6.813, 3.922], [-5.578, -7.266, 4.706], [-4.969, -5.632, 3.271], [-4.421, -3.522, 1.683], [-2.939, -4.189, 0.994], [-4.501, -4.964, 0.678], [-3.112, -4.769, 3.399], [-2.061, -6.716, 2.391], [-3.550, -7.135, 1.504]]}



No. 2
{"formula": "C4H22N2O7S", "method": "ωB97M-V/def2-TZVPD", "e_tot_ev": -32654.183, "gap_ev": 9.4, "de_lowest_kj_mol": 60.4, "symbols": ["C", "N", "C", "O", "C", "N", "C", "S", "H", "H", "H", "H", "H", "H", "H", "H", "H", "H", "O", "H", "H", "O", "H", "H", "O", "H", "H", "O", "H", "H", "O", "H", "H", "O", "H", "H"], "xyz": [[1.647, -0.801, -0.569], [1.075, -2.120, -0.582], [-0.157, -2.449, -0.076], [-0.564, -3.591, -0.189], [-0.991, -1.414, 0.723], [-1.910, -2.106, 1.605], [-1.788, -0.565, -0.267], [-2.938, 0.594, 0.530], [1.541, -0.282, 0.404], [1.232, -0.109, -1.308], [2.724, -0.822, -0.776], [1.511, -2.841, -1.134], [-0.318, -0.784, 1.310], [-2.471, -2.771, 1.085], [-1.437, -2.629, 2.329], [-1.155, 0.038, -0.926], [-2.360, -1.218, -0.937], [-3.350, -0.279, 1.477], [1.118, 4.280, 1.749], [0.674, 4.265, 0.882], [2.021, 4.537, 1.575], [-0.488, -0.521, -3.728], [0.053, -1.150, -3.245], [-0.278, 0.388, -3.429], [0.392, 1.645, 1.676], [-0.299, 1.465, 2.319], [0.803, 2.506, 1.947], [-0.484, 3.099, -0.443], [-0.256, 2.389, 0.206], [-1.451, 3.218, -0.394], [0.278, 1.844, -2.759], [0.213, 2.490, -3.461], [0.006, 2.337, -1.942], [2.823, -2.721, 2.208], [2.320, -3.378, 2.707], [2.264, -2.545, 1.431]]}



No. 3
{"formula": "C3H3CaFO2", "method": "ωB97M-V/def2-TZVPD", "e_tot_ev": -28387.352, "total_charge": 2, "gap_ev": 7.6, "de_lowest_kj_mol": 206.0, "symbols": ["F", "H", "H", "O", "O", "C", "C", "C", "H", "Ca"], "xyz": [[-0.833, -4.282, -0.253], [-0.318, -3.515, 0.457], [-1.608, -4.837, 3.084], [0.336, -5.668, 3.224], [1.207, -3.726, 3.059], [-0.636, -4.825, 2.582], [0.032, -3.563, 2.440], [1.335, -4.972, 3.577], [-0.936, -5.076, 1.311], [3.179, -5.580, 4.923]]}